Molecular formula: C5H14NO2
Method: DFT, ωB97M-V/def2-TZVPD

Element x y z (Å)
C (-0.490, 1.593, -1.256)
O (0.023, 0.423, -1.680)
C (-0.576, 1.695, 0.264)
C (0.724, 1.366, 0.807)
C (1.061, -0.199, 0.914)
C (-0.257, -1.909, 1.855)
N (0.315, -0.767, 2.070)
H (-1.661, 1.824, -1.635)
H (-0.044, 2.638, -1.587)
H (3.688, -1.614, -4.575)
H (-0.763, 2.815, 0.459)
H (-1.367, 1.183, 0.892)
H (0.792, 1.859, 1.923)
H (1.459, 1.939, 0.219)
H (2.147, -0.100, 1.218)
H (0.957, -0.642, -0.076)
H (-1.079, -2.207, 2.659)
H (-0.233, -2.571, 0.934)
H (3.300, -1.887, -5.177)
H (-0.711, -0.915, -1.496)
H (-1.906, -1.958, -1.694)
O (-1.218, -1.706, -1.077)

## Properties
energy relative to the best compared isomer or geometry (same formula, charge and spin)	929.47	kJ/mol
F_max	6.8	eV/A
DFT total energy	-10967.1802	eV
total charge	+2
molar mass	120.2	g/mol
2S+1	2